DFT (ωB97M-V/def2-TZVPD) results for one molecule with the formula C25H21Cl2NO4.

Structure (XYZ):
```
53
Properties=species:S:1:pos:R:3
Cl 3.16316 3.26254 0.58927
Cl -0.65954 0.16031 2.63093
O 1.89664 -0.71296 -1.93318
O -0.83598 -1.28326 -0.27314
O -0.04891 -1.07516 -3.01142
O 3.75774 -3.28236 -0.77122
N 1.60778 -2.87604 -0.19866
C 1.72478 -0.84915 1.79206
C 0.92965 0.28264 1.96027
C -0.55790 3.36726 -0.71580
C -7.20800 -0.36640 0.36836
C -3.52632 -1.16705 0.64661
C 1.71843 -3.31219 1.17307
C 2.62944 1.69426 1.06424
C 2.40194 -1.99680 -2.29177
C -1.25316 2.22015 -0.37670
C 0.25815 0.91999 -1.72721
C -2.96242 -0.26502 -0.25620
C 0.65030 -0.40292 -2.29926
C -5.16445 0.55498 -0.76330
C -1.50527 -0.28010 -0.46184
C 0.54172 3.29516 -1.55592
C -5.72785 -0.32336 0.15715
C 2.67266 -2.79256 -1.00885
C 3.45936 0.59809 0.90737
C -0.85627 0.98684 -0.88486
C 1.20777 -2.22237 2.12470
C 1.36701 1.54905 1.61025
C 3.00374 -0.65229 1.28050
C 0.95338 2.07223 -2.05850
C -4.88844 -1.18498 0.85769
C -3.79979 0.59306 -0.96841
H -5.80668 1.21697 -1.32626
H 1.08504 4.19144 -1.81318
H 0.72920 2.40592 1.75573
H 1.81125 2.00805 -2.70984
H -7.44548 -0.58670 1.40665
H 3.34155 -1.85568 -2.83026
H -3.38284 1.26614 -1.70277
H 4.44840 0.71741 0.49561
H -0.86886 4.32088 -0.31564
H 0.11824 -2.19914 2.06994
H 3.66429 -1.49546 1.15903
H 1.67414 -2.51317 -2.92785
H -5.31245 -1.87712 1.57067
H -7.64471 -1.15270 -0.24831
H 2.76804 -3.55625 1.35233
H 0.74576 -2.39742 -0.43348
H 1.48472 -2.48463 3.14928
H -2.87453 -1.83693 1.18696
H -7.67056 0.57706 0.08924
H -2.08882 2.27057 0.30582
H 1.12505 -4.22044 1.32262
```

Results
Highest occupied orbital energy ... -8.961 eV
Frontier orbital gap ... 8.6 eV
SMILES string ... Cc1ccc(C(=O)c2ccccc2C(=O)OCC(=O)NCCc2ccc(Cl)cc2Cl)cc1
Energy ... -2241.44048 hartree

DFT (ωB97M-V/def2-TZVPD) results for a 5-piece molecular cluster, C25H21Cl3N4O8 overall at a distorted geometry.

Structure (XYZ):
```
61
Properties=species:S:1:pos:R:3
Cl 2.59310 -0.52800 -2.01637
Cl 1.34731 -2.92336 -0.79763
Cl 0.92389 -0.41156 0.36226
O -0.40819 1.52350 -2.59173
O 1.80209 3.27343 6.25178
O 6.24201 1.25102 6.02050
O -0.29760 -0.14543 -3.90795
O -2.45948 -1.46447 -1.85047
O 3.62283 2.79305 5.23268
O 4.87073 0.14285 7.25900
O -4.03935 -1.43195 -0.40356
N 5.29938 0.50813 6.18036
N 2.41549 2.98016 5.26613
N -0.59566 0.98992 -3.66385
N -3.37283 -1.93057 -1.23130
C -1.37439 1.72897 -4.71368
C -3.48531 -5.35943 -2.74005
C -0.40834 2.68482 2.72746
C -2.75882 3.53617 -5.34034
C 1.69554 2.79084 3.99051
C 0.32155 2.82258 3.92218
C -2.25596 1.82937 -6.92860
C -3.82276 -3.32646 -1.58956
C -5.01121 -3.77646 -1.09198
C 4.58264 -0.40041 2.60888
C 3.30931 -0.57472 5.11611
C 1.14434 -1.27378 -1.13612
C -4.67650 -5.84005 -2.27299
C 5.13913 0.16104 3.79328
C -2.02623 2.85782 -4.41126
C 1.68972 2.56777 1.62270
C 3.38860 -1.08421 2.72974
C -5.46234 -5.04565 -1.44139
C 0.29654 2.59002 1.53321
C 4.59228 -0.01862 5.00483
C -3.06929 -4.04317 -2.46272
C 2.43058 2.58143 2.80129
C 2.78973 -1.15109 3.99468
C -1.52734 1.11279 -5.93186
C -2.79061 3.09698 -6.66722
H -0.27192 2.57301 0.60483
H 2.92276 -1.46492 1.84878
H -6.42149 -5.43616 -1.16793
H -0.21848 2.97790 4.78959
H -3.21577 3.69305 -7.45920
H -3.21913 4.48841 -5.11112
H -1.90290 3.26242 -3.46223
H 0.31659 -1.13293 -1.86539
H 1.84000 -1.61480 3.94445
H -4.98427 -6.86717 -2.45185
H 2.79166 -0.59385 6.07040
H -1.49798 2.71919 2.78541
H -2.78217 -5.97990 -3.28484
H -2.29211 1.45800 -8.01340
H 6.14282 0.54622 3.76223
H -5.54342 -3.17800 -0.36881
H -1.04466 0.17793 -6.17599
H 5.14047 -0.23436 1.68797
H 3.51336 2.49431 2.87905
H 2.31649 2.58659 0.71113
H -2.24442 -3.56823 -2.95004
```

Results
Highest occupied orbital energy ... -9.660 eV
Frontier orbital gap ... 9.1 eV
Energy relative to the best compared isomer or geometry (same formula, charge and spin) ... 6.7 kcal per mole
SMILES string ... O=[N+]([O-])c1ccccc1.O=[N+]([O-])c1ccccc1.O=[N+]([O-])c1ccccc1.O=[N+]([O-])c1ccccc1.ClC(Cl)Cl
Energy ... -3166.36527 hartree

DFT (ωB97M-V/def2-TZVPD) results for C25H21ErN10 as an isolated structure.

Structure (XYZ):
```
57
Properties=species:S:1:pos:R:3
Er -0.25543 0.63646 -0.67253
N -4.12526 -2.15764 -0.31521
N -0.07275 -0.33006 1.53845
N -1.81145 5.28764 -0.89442
N 1.96226 1.07008 0.45969
N -3.25126 3.90608 0.28045
N -1.09768 -1.03487 2.09540
N -2.06775 2.06880 0.14542
N -2.12165 4.10089 -0.34662
N -1.37704 3.03913 -0.45067
N -2.12134 -1.00863 -0.03509
C -0.39419 -2.16808 -2.69815
C -0.70997 -3.41109 -3.17365
C -0.26653 -0.17580 -5.83370
C 4.25036 1.76507 0.46765
C 0.12437 1.04165 -5.35827
C -2.10293 -1.31800 1.33130
C -0.48544 -1.25176 -4.94128
C 4.49265 1.00414 1.59924
C 2.19795 0.33217 1.56947
C -0.95710 -3.59616 -4.54800
C -3.23852 -2.02228 1.90453
C -3.20262 2.61372 0.57592
C 0.01391 0.26815 -3.02782
C -4.26433 -2.43740 1.04569
C 0.24622 1.25567 -3.96975
C -0.30373 -1.03611 -3.54949
C -3.10016 -1.45954 -0.77550
C 3.45040 0.27763 2.15833
C -0.83561 -2.54188 -5.40838
C -4.45402 -2.96817 3.75050
C -3.34569 -2.30745 3.26895
C -5.38397 -3.10068 1.53123
C -5.47658 -3.35770 2.88386
C 1.07102 -0.42598 2.10678
C 2.97315 1.76400 -0.06790
H -6.35110 -3.86124 3.27235
H -0.39760 -0.33973 -6.89624
H 5.03315 2.34717 0.00364
H -4.53466 -3.19444 4.80473
H -0.73902 -4.26345 -2.50542
H -3.97790 2.08877 1.10727
H -0.82946 5.46015 -1.03462
H 5.48069 0.97145 2.03772
H -1.20841 -4.58225 -4.91447
H 0.33079 1.85557 -6.04139
H -6.17117 -3.40984 0.85396
H -2.37858 6.04134 -0.53794
H -0.14685 -2.04955 -1.64330
H 1.22419 -1.07461 2.96507
H -4.82868 -2.49911 -0.95301
H 3.60884 -0.32547 3.04223
H -2.54462 -2.00428 3.92776
H -0.98556 -2.68776 -6.47148
H 0.51145 2.26246 -3.65227
H -3.07300 -1.26940 -1.84290
H 2.74692 2.33790 -0.95889
```

Results
Highest occupied orbital energy (spin up / spin down) ... -12.541 / -12.541 eV
Frontier orbital gap (spin up / spin down) ... 5.9 / 5.9 eV
⟨S²⟩ ... 3.753
2S+1 ... 4
Total charge ... +2
Energy ... -2527.39857 hartree

DFT (ωB97M-V/def2-TZVPD) results for a 4-piece molecular cluster, C25H21F24NO6 overall at a distorted geometry.

Structure (XYZ):
```
77
Properties=species:S:1:pos:R:3
F -4.19691 4.19484 1.50246
F 0.69317 -3.40780 1.67863
F 3.59513 7.07638 7.08186
F -3.98103 -7.79467 1.44470
F 0.60128 5.71142 3.75023
F -2.16009 3.40227 1.57156
F 0.38096 3.77882 0.59839
F -0.67847 -4.67842 2.82067
F -1.30647 1.76122 -0.46475
F -1.31594 -4.30547 0.08541
F 1.52369 3.66895 -1.24377
F 0.81164 1.23437 -0.28553
F 1.81746 6.20095 6.15723
F -2.41548 -6.98603 2.74518
F 0.62291 -5.14756 -0.39785
F -3.26327 -4.41579 2.00517
F 4.46522 7.99768 4.74013
F 2.50077 8.78525 5.30377
F -4.78772 -5.70902 2.89191
F -3.54774 5.94935 -0.39105
F -1.82552 6.76929 4.34150
F -0.24331 7.83810 5.41838
F -0.33893 6.75094 2.09462
F -3.21917 3.86994 -0.99144
O -0.82205 -6.44004 0.62778
O 0.03175 -0.16222 -3.17218
O 1.35264 7.73466 3.09222
O -0.56712 4.32285 -1.37925
O -2.35345 -3.79822 -3.88236
O 1.91176 -8.00606 -4.42827
N -1.27344 -2.04286 -2.73189
C 0.29022 3.48457 -0.71443
C -4.00861 -5.52045 1.80228
C -1.36654 -3.22008 -3.58782
C -1.34517 5.28807 -0.69413
C 0.26618 6.93069 3.30021
C -0.07504 2.01905 -0.94775
C 3.08859 6.58602 5.92712
C 2.66221 7.32530 3.44775
C -0.09893 -1.33665 -3.25742
C 2.67833 -3.43636 -4.83523
C -2.89556 4.48855 1.26475
C 0.24725 -4.67391 1.84583
C 1.93319 -4.60593 -5.00205
C 0.77672 -2.35536 -3.90308
C 0.58093 -4.62851 -4.63771
C -2.74121 4.86187 -0.21148
C -3.11989 -6.75210 1.61767
C -0.36810 -5.15240 0.53021
C 2.78972 -6.90180 -4.39030
C 2.10372 -2.28691 -4.28916
C -0.76836 7.60374 4.20336
C -2.18173 -6.77317 0.39990
C 0.02100 -3.49337 -4.07671
C 2.56149 -5.87291 -5.53276
C 3.14423 7.68357 4.86286
H -2.59995 -6.22182 -0.44245
H 2.69873 -6.38781 -3.43317
H 2.83747 6.27555 3.21279
H 2.66415 -1.37637 -4.14641
H -1.53352 6.05127 -1.44762
H 3.81111 -7.25988 -4.45477
H -1.10169 8.54541 3.76241
H 3.68288 5.71981 5.62323
H 1.07926 -5.32108 2.13046
H -0.77944 5.77463 0.09637
H -0.02689 -5.51100 -4.78128
H 1.02316 -7.67628 -4.27232
H 3.71503 -3.43365 -5.13037
H -0.04719 1.77849 -2.00788
H 3.50706 -5.65269 -6.01406
H -0.88353 -2.45362 -1.87505
H 1.86185 -6.29795 -6.24405
H -4.65266 -5.37121 0.93118
H -2.60090 5.32135 1.90897
H 3.30448 7.90001 2.78284
H -2.14631 -7.81780 0.09582
```

Results
Highest occupied orbital energy ... -10.080 eV
Frontier orbital gap ... 9.7 eV
SMILES string ... FC(F)C(F)(F)COC(F)(F)C(F)F.FC(F)C(F)(F)COC(F)(F)C(F)F.FC(F)C(F)(F)COC(F)(F)C(F)F.O=C1NC(=O)c2cc(CCO)ccc21
Energy ... -3868.24308 hartree